Computed, not measured: a cluster of 2 separate species, C3H6O3 in total, with ωB97M-V/def2-TZVPD.

As for the SMILES: O/C=C\O.C=O. As for the spin multiplicity: 1. The lowest unoccupied orbital energy comes out at 0.5 eV. The value obtained for the highest occupied orbital energy is -9.03 eV. The calculation puts the HOMO-LUMO gap at 9.562 eV.

Each line ends with the Mulliken charge.
Positions of all 12 atoms, in Å:
O 1.01525 -0.98285 -1.22929  -0.5315
C 1.18274 -0.75196 0.09751  -0.2803
C 1.05369 0.46721 0.62629  -0.1269
O 0.82945 1.53430 -0.22566  -0.5448
H 0.92886 -0.09909 -1.62958  0.3887
H 1.41720 -1.64665 0.66496  0.3679
H 1.19047 0.66679 1.68588  0.3498
H -0.13258 1.67363 -0.29810  0.3882
C -1.87546 -0.22574 0.07285  -0.0040
O -1.93208 0.93997 -0.26252  -0.5154
H -1.34758 -0.99436 -0.51743  0.2403
H -2.32996 -0.58125 1.01508  0.2680

Computed, not measured: a cluster of 2 separate species, C40H50FSi4 in total, with ωB97M-V/def2-TZVPD.

As for the spin multiplicity: 1. The lowest unoccupied orbital energy comes out at -6.1 eV. Its net charge is +1. The value obtained for the highest occupied orbital energy is -10.44 eV. The calculation puts the HOMO-LUMO gap at 4.316 eV.

Each line ends with the Mulliken charge.
Positions of all 95 atoms, in Å:
F -8.08873 3.69106 -2.94069  -0.2767
C -6.98965 3.42569 -2.15892  0.1621
C -6.93840 4.04117 -0.91126  -0.4036
C -5.90753 3.62212 -0.06442  -0.6587
C -4.97143 2.68691 -0.48687  -0.3081
C -5.03192 2.03576 -1.77350  0.5204
C -4.16224 0.94102 -2.14691  -0.1829
C -4.59065 -0.18732 -2.94761  0.5480
C -3.95571 -1.47181 -2.84602  1.2209
C -4.39312 -2.57793 -3.56502  -1.0109
C -5.41731 -2.44649 -4.52550  -0.5976
C -6.08835 -1.22453 -4.63877  -1.0795
C -5.69993 -0.14474 -3.84953  -0.3749
C -6.01490 2.57306 -2.65174  -0.5700
H -7.65716 4.79862 -0.61061  0.4532
H -5.83382 4.07196 0.92171  0.4179
H -4.18417 2.36959 0.19183  0.4439
H -3.09523 1.03640 -1.93412  0.5896
H -3.15111 -1.58405 -2.11750  0.3017
H -3.93335 -3.56074 -3.43064  0.3874
H -5.69416 -3.28076 -5.16877  0.4219
H -6.92485 -1.09585 -5.33701  0.4143
H -6.31780 0.73977 -3.92298  0.0673
H -6.05004 2.31021 -3.70260  0.6733
C -1.86078 0.48224 0.08090  -0.8798
Si -1.16233 -0.15410 1.69312  -0.5244
C -1.87291 0.92543 3.05946  -1.2773
C -1.77720 -1.97533 1.73010  0.7090
C -1.07134 -2.98076 2.40636  -0.3759
C -1.50546 -4.30984 2.35023  -0.7294
C -2.65476 -4.63716 1.62232  -0.5799
C -3.34267 -3.64449 0.91434  -0.6109
C -2.90718 -2.32093 0.98262  -0.2036
C 0.66703 -0.27388 1.98477  -0.3564
Si 1.70230 0.61050 0.72454  -0.2559
H 0.70172 0.93350 -0.51533  -0.1642
C 2.72064 2.01043 1.58010  -0.5479
Si 3.92568 1.58462 2.93929  0.2856
C 3.60464 2.56662 4.51193  -1.2035
C 3.94706 -0.23945 3.44295  -1.1318
C 5.80888 1.99022 2.60727  0.7191
C 6.83661 1.21373 3.17644  -0.2708
C 8.18848 1.54096 2.98134  -0.6189
C 8.51883 2.67870 2.22904  -0.3781
C 7.50763 3.49025 1.69030  -0.6356
C 6.16152 3.14858 1.89521  -0.4420
C 3.06010 -0.50354 0.09860  -0.3968
Si 3.11342 -0.86921 -1.70978  -0.3451
C 3.33253 0.75832 -2.60549  -1.1399
C 4.50698 -2.06431 -2.07821  -1.1530
C 1.42648 -1.65773 -2.09323  0.4373
C 0.58144 -1.10664 -3.05992  -0.3213
C -0.66618 -1.68526 -3.31596  -0.6584
C -1.08613 -2.78124 -2.55518  -0.5793
C -0.31825 -3.22383 -1.48114  -0.3592
C 0.96282 -2.70810 -1.28697  -0.2644
H -1.62653 1.54216 -0.07357  0.7051
H -1.49590 -0.06160 -0.79931  0.2004
H -2.95784 0.39238 0.12488  0.0333
H -1.36669 1.90448 3.02991  0.3523
H -2.95169 1.08571 2.92187  0.3315
H -1.71323 0.46454 4.04467  0.3637
H -0.17171 -2.73799 2.97243  0.4826
H -0.94947 -5.08615 2.87854  0.4027
H -3.02526 -5.66371 1.61185  0.3777
H -4.21757 -3.88769 0.30725  0.4253
H -3.45611 -1.56644 0.42766  0.2702
H 0.90050 0.16814 2.97096  0.4412
H 1.00492 -1.32476 1.98415  0.3015
H 3.25849 2.46709 0.73400  0.3119
H 1.98865 2.75611 1.93835  0.4560
H 2.57079 2.41347 4.85711  0.3358
H 4.29239 2.23642 5.30643  0.3342
H 3.78141 3.63898 4.33929  0.3445
H 2.93374 -0.58339 3.69300  0.3000
H 4.36547 -0.88150 2.65375  0.3392
H 4.57312 -0.34743 4.34289  0.4639
H 6.59372 0.34461 3.78916  0.2113
H 8.97651 0.91613 3.42254  0.3684
H 9.56950 2.93990 2.07351  0.3564
H 7.76662 4.39066 1.12136  0.3631
H 5.37888 3.79942 1.49972  0.2906
H 3.98232 0.04389 0.34128  0.3482
H 3.01441 -1.41764 0.70336  0.4583
H 4.37094 1.08701 -2.46551  0.3590
H 3.15150 0.66879 -3.68179  0.4173
H 2.66391 1.52848 -2.20199  0.3251
H 5.46957 -1.58939 -1.83376  0.3270
H 4.41177 -2.98127 -1.47866  0.3446
H 4.52076 -2.35597 -3.13815  0.3674
H 0.88413 -0.21344 -3.60574  0.3203
H -1.29922 -1.28131 -4.11068  0.4800
H -2.01566 -3.28931 -2.80295  0.3909
H -0.72181 -3.96119 -0.78690  0.4386
H 1.58669 -3.12559 -0.49346  0.3543

Computed, not measured: an isolated molecule of C4H6Br2I2, with ωB97M-V/def2-TZVPD.

As for the spin multiplicity: 1. The lowest unoccupied orbital energy (alpha / beta) comes out at -2.6 / -2.7 eV. The value obtained for the highest occupied orbital energy (alpha / beta) is -9.29 / -9.05 eV. The calculation puts the HOMO-LUMO gap (alpha / beta) at 6.697 / 6.322 eV.

Each line ends with the Mulliken charge.
Positions of all 14 atoms, in Å:
C 0.56159 -0.79307 -1.66419  -1.2771
C -0.66832 0.87168 1.61368  -1.3818
C 0.45310 -0.20789 -0.38806  0.6371
C -0.67393 0.02550 0.33206  0.1013
Br 2.14005 0.50447 0.27698  -0.1448
Br -0.81869 -3.05168 0.23200  -0.3932
I -5.11681 0.73309 0.08622  -0.3003
I -2.54775 -0.97892 -0.03558  0.5532
H -0.37992 -1.28130 -1.89216  0.3352
H 0.61195 -0.00894 -2.38663  0.3757
H 1.48076 -1.42281 -1.67961  0.3735
H -0.66195 1.92905 1.21728  0.3278
H -1.47724 0.84169 2.38956  0.3821
H 0.16296 0.54864 2.17387  0.4113

Computed, not measured: an isolated molecule of C2H4N4, with ωB97M-V/def2-TZVPD.

As for the SMILES: Nc1ncn[nH]1. As for the spin multiplicity: 1. The lowest unoccupied orbital energy comes out at 0.8 eV. The value obtained for the highest occupied orbital energy is -9.54 eV. The calculation puts the HOMO-LUMO gap at 10.387 eV.

Each line ends with the Mulliken charge.
Positions of all 10 atoms, in Å:
N -1.76429 -0.09142 -0.12492  -0.5424
C -0.37633 -0.14614 -0.35441  0.4289
N 0.50147 -1.14791 -0.25946  -0.5655
C 1.63796 -0.49504 0.11103  -0.0189
N 1.52641 0.82423 0.22070  -0.6938
N 0.24947 1.02354 -0.13287  0.2220
H -1.84628 -0.12287 0.89052  0.2534
H -2.34311 -0.81618 -0.52297  0.2713
H 2.57560 -0.97181 0.39230  0.3928
H -0.16089 1.94359 -0.21991  0.2521

Quick rundown of energy, same order as above: -9348.91498, -76514.37172, -160529.17762, -8098.74460 eV
Quick rundown of energy relative to the best compared isomer or geometry (same formula, charge and spin), same order as above: 231.7, 153.8, 171.8, 54.9 kJ/mol